(1)
Formula: C19H21N2O5Pd
Source: OMol25
Level of theory: ωB97M-V with the def2-TZVPD basis set

Output
HOMO level ... -5.2 eV
LUMO ... 2.25 eV

```
! RIJCOSX wB97M-V def2-TZVPD def2/J DEFGRID3
* xyz -1 1
O -2.83 1.65 0.18
H 0.39 -4.22 -2.05
C -0.82 0.65 4.41
C -0.67 0.85 5.94
C 3.91 0.91 -1.16
H 3.34 -1.68 -0.29
H -2.48 2.00 4.16
H 1.70 1.21 -2.59
C -0.12 -0.37 2.36
H -0.15 0.23 -2.82
C -2.98 1.78 1.47
C -2.41 -0.15 -1.98
H -4.28 0.43 -1.32
H -0.44 -0.72 -4.29
H 0.52 -1.04 1.80
O -2.12 -0.21 -3.24
H -1.29 -2.51 -1.69
C 1.99 -3.06 -1.20
H 4.49 0.54 -0.32
C 2.32 -1.84 -0.63
C 1.38 -0.82 -0.45
C 1.90 0.48 0.16
H 0.75 -0.78 4.29
C 0.01 -0.23 3.73
N -1.04 0.30 1.66
H 1.08 1.02 0.61
O -1.32 1.80 6.41
O 0.05 0.00 6.50
C -1.89 1.12 2.31
H 0.90 2.31 -1.44
C -1.79 1.32 3.67
H -0.84 1.02 -4.27
N 2.63 1.41 -0.70
H 3.83 0.11 -1.91
Pd -1.45 0.24 -0.36
C 0.68 -3.27 -1.60
H 2.74 -3.83 -1.33
C 0.03 -1.05 -0.81
H -4.35 -0.75 -2.69
C -0.27 -2.28 -1.40
C 1.87 1.95 -1.79
C -0.79 0.11 -3.68
H 2.41 2.79 -2.24
C -3.84 -0.47 -1.77
H 4.47 1.73 -1.62
H 2.59 0.22 0.97
O -3.90 2.36 2.02
H -3.93 -1.25 -1.02
*
```


(2)
Formula: C27H57O12P
Source: OMol25
Level of theory: ωB97M-V with the def2-TZVPD basis set

Output
SMILES string ... COP(=O)(OC)OC.CC(C)=O.CC(C)=O.CC(C)=O.CC(C)=O.CC(C)=O.CC(C)=O.CC(C)=O.CC(C)=O
HOMO level ... -9.2 eV
LUMO ... 0.30 eV

```
! RIJCOSX wB97M-V def2-TZVPD def2/J DEFGRID3
* xyz 0 1
H 3.33 0.66 -3.93
C -0.47 2.95 -3.53
C 2.10 0.56 -0.16
H 0.94 2.35 6.71
H 2.60 2.56 7.12
H -2.99 -2.48 -4.02
C 0.34 -2.04 2.99
C 2.31 -4.22 -0.67
O 2.90 -4.80 1.62
H 2.90 -4.38 -1.29
H -8.39 2.32 0.19
H 4.10 4.92 3.23
H 2.15 3.86 0.78
C -2.74 -3.31 -1.54
C -2.26 -3.09 -4.00
H 1.17 4.02 -2.82
H 0.36 -1.26 -0.89
C 3.17 -4.20 0.58
C 5.06 -1.40 -3.96
H 1.98 1.05 3.16
H 1.50 -5.02 -0.44
C 0.54 0.70 -0.33
C 2.75 -0.20 -4.09
H -2.11 4.23 -4.17
H -1.60 -2.88 -4.70
C -5.68 -2.47 1.20
H 4.16 6.78 2.76
H -3.30 -2.36 -1.63
H 0.55 1.78 3.70
H -5.09 -2.70 0.37
H -1.00 -0.51 2.22
H -8.50 1.00 -0.74
H 2.61 5.85 2.77
H -2.07 -3.36 -0.57
C -3.89 1.22 -0.16
H 2.49 1.37 0.47
C 2.26 2.18 5.02
C -1.02 -1.44 2.66
C 1.96 2.10 6.49
C -0.12 -0.42 -1.10
O 4.12 6.06 0.35
C 3.51 -1.59 -3.90
H -8.55 0.57 0.90
H -3.46 -4.09 -1.47
C -1.70 -3.39 -2.63
H -0.19 4.98 -2.62
H 3.79 -2.08 0.85
H -3.86 1.24 -1.26
H -1.62 -1.24 3.67
O -4.44 -0.05 0.01
H -4.80 -2.25 1.87
O -6.46 -1.27 0.87
H -0.28 -3.95 4.04
H -2.93 1.43 0.11
H -2.55 3.05 -3.14
C -8.08 1.33 0.17
C 3.70 5.65 2.65
O 0.05 1.78 0.11
H 1.79 -3.34 -1.09
H -4.35 2.11 0.40
H 1.30 -3.76 3.78
H -2.20 2.66 -4.72
C -1.91 3.22 -3.86
H 0.16 -0.41 -2.17
H -6.36 -3.33 1.46
H 0.84 -2.60 4.85
H 4.65 -3.27 1.68
O 3.17 2.90 4.50
H 1.35 0.41 4.54
P -5.96 -0.27 -0.19
O 1.26 -1.62 2.31
H -2.61 -4.06 -4.41
H 2.42 -0.34 -5.03
C 0.24 4.01 -2.58
H -1.72 -1.83 2.15
O 3.00 -2.59 -3.75
O -6.24 -0.77 -1.48
H 2.04 1.04 6.71
H 0.07 3.60 -1.54
H 2.66 0.55 -1.05
H 3.34 2.83 1.50
C 0.44 -3.21 4.01
H 5.35 -0.67 -3.07
H 5.29 -0.98 -4.98
O -0.48 -3.50 -2.31
H 2.20 -0.51 0.32
H 5.44 -2.39 -3.90
H 1.95 -0.29 -3.46
C 3.32 3.85 0.78
H 4.80 -3.26 -0.11
H -1.16 -0.46 -0.96
C 4.28 -3.14 0.72
C 3.77 5.21 1.18
O 0.19 2.10 -4.06
O -6.68 1.18 0.01
H 3.60 3.53 -0.15
C 1.51 1.29 4.13
*
```


(3)
Formula: C5H9NO
Source: OMol25
Level of theory: ωB97M-V with the def2-TZVPD basis set

Output
SMILES string ... C[C@H]1CN(C)C1=O
HOMO level ... -9.2 eV
LUMO ... 0.96 eV

```
! RIJCOSX wB97M-V def2-TZVPD def2/J DEFGRID3
* xyz 0 1
C -0.22 1.57 1.31
H 0.49 -1.05 -2.04
H -1.04 -2.06 0.05
H 0.65 -2.61 -0.14
H 0.26 -1.35 1.02
C -0.76 0.50 -0.94
C 0.01 -1.74 0.02
H -0.91 1.07 -1.87
N 0.17 1.19 -0.03
H 0.67 1.61 1.94
H -1.74 0.25 -0.50
O 2.35 0.24 0.04
H -0.73 2.54 1.32
H -0.92 0.82 1.72
C 1.20 0.29 -0.32
C 0.25 -0.66 -1.05
*
```


(4)
Formula: C4H12N2O
Source: OMol25
Level of theory: ωB97M-V with the def2-TZVPD basis set

Output
SMILES string ... N/C=C/CCN.O
HOMO level ... -8.8 eV
LUMO ... 0.83 eV

```
! RIJCOSX wB97M-V def2-TZVPD def2/J DEFGRID3
* xyz 0 1
H -2.66 0.02 -1.54
C -0.80 1.36 -0.03
H 3.09 1.07 -0.31
C 0.36 0.35 -0.08
N 1.60 -1.70 0.55
H -2.92 1.30 0.28
N -2.45 -0.46 -0.68
H -0.62 2.09 0.76
H 1.48 -2.11 -0.37
C 0.72 -0.59 0.82
H 1.38 -2.50 1.14
H -2.06 0.22 1.30
C -2.09 0.58 0.25
H 0.67 0.25 -1.11
H 3.28 -0.30 -0.20
H -0.88 1.81 -1.02
O 3.57 0.40 -0.82
H 0.15 -0.55 1.75
H -1.82 -1.24 -0.72
*
```